Computed, not measured: a structure of composition C16H13ClCoN6O2S5 in a non-equilibrium geometry, with ωB97M-V/def2-TZVPD.

Structure (XYZ):
```
44
Properties=species:S:1:pos:R:3:forces:R:3:lowdin_spin:R:1
Co -0.723 -0.220 0.256 0.40 -0.44 -0.06 2.6785
N -0.288 0.308 -3.107 0.02 -0.30 -0.06 0.0049
C -0.627 1.352 -2.339 -0.22 0.80 -0.43 0.0108
N -0.434 1.364 -1.055 0.05 -0.39 -0.06 0.0301
C -0.767 2.563 -0.476 -0.34 0.68 -0.76 0.0024
C -1.242 3.495 -1.341 0.18 -0.38 0.30 0.0008
S -1.276 2.862 -2.952 0.30 -0.44 0.26 0.0042
C -0.565 2.598 0.957 0.16 0.79 0.80 0.0022
C -0.440 3.652 1.800 -0.13 -0.39 -0.18 0.0016
S -0.083 3.103 3.407 -0.07 -0.45 -0.32 0.0042
C -0.113 1.451 2.816 0.05 0.73 0.34 0.0084
N -0.391 1.364 1.546 0.10 -0.29 -0.02 0.0333
N 0.147 0.395 3.583 -0.03 -0.22 0.13 0.0036
H -0.053 -0.534 -2.594 0.00 -0.09 -0.16 0.0000
H -0.682 0.210 -4.024 -0.03 -0.06 -0.01 0.0002
H -1.596 4.481 -1.129 -0.10 0.25 0.06 0.0003
H -0.533 4.698 1.587 0.03 0.17 -0.08 0.0003
H 0.382 0.501 4.554 -0.03 -0.11 -0.09 0.0002
H 0.136 -0.515 3.137 0.05 -0.15 0.13 0.0002
Cl 3.038 -3.091 0.916 0.21 -0.04 0.07 0.0000
C 1.348 -3.595 0.684 -0.24 0.06 -0.02 0.0020
C 0.523 -2.329 0.555 0.24 -0.61 0.21 0.0091
O 0.418 -1.781 -0.567 -0.13 0.52 -0.51 0.0482
O -0.022 -1.846 1.572 -0.25 0.29 0.47 0.0299
H 1.027 -4.162 1.556 0.09 0.02 -0.10 0.0005
H 1.300 -4.187 -0.226 -0.03 0.04 0.08 0.0006
S -5.200 -4.904 2.429 0.08 -0.51 0.13 0.0018
C -4.763 -3.490 1.727 0.25 -0.18 0.01 0.0012
S -3.259 -3.229 0.840 -0.91 0.77 0.27 0.0021
C -3.741 -1.520 0.627 -0.28 -1.41 0.47 0.0123
N -4.873 -1.258 1.172 0.41 1.32 -0.65 0.0154
N -5.448 -2.317 1.757 0.40 -1.04 -0.08 0.0034
C -6.678 -2.077 2.413 -0.47 0.26 0.36 0.0001
C -7.758 -2.943 2.314 0.12 0.06 -0.11 0.0002
C -8.942 -2.615 2.953 -0.03 0.02 0.02 0.0000
C -9.054 -1.442 3.680 -0.07 0.03 0.03 0.0002
C -7.973 -0.581 3.770 -0.02 -0.01 0.01 0.0000
C -6.786 -0.894 3.136 0.07 -0.11 -0.03 0.0002
S -2.890 -0.414 -0.337 0.20 0.82 -0.50 0.0868
H -7.688 -3.852 1.738 0.08 -0.02 0.00 0.0000
H -9.786 -3.284 2.874 -0.08 -0.06 -0.01 0.0000
H -9.985 -1.190 4.166 -0.07 -0.02 0.05 0.0000
H -8.048 0.336 4.336 -0.03 0.08 0.03 0.0000
H -5.940 -0.226 3.182 0.05 0.03 -0.01 0.0000
```
Forces are in eV/Å.

Properties
gap between HOMO and LUMO (alpha / beta)	7.3 / 7.3	eV
spin multiplicity	4